Record 1
Here is a molecular structure, C2H3LiO2Tb at a distorted geometry from OMol25. Energies are from ωB97M-V/def2-TZVPD.

Structure (XYZ):
```
9
C2H3LiO2Tb, DFT ωB97M-V/def2-TZVPD
H -3.8375 0.4356 -1.2972
O -1.9091 0.5642 0.0891
C -0.8104 0.0338 -0.1682
C 0.4169 0.4197 0.4146
O 1.5080 -0.3014 0.2657
Li 1.2646 -2.0224 -0.4542
Tb 3.6664 0.3132 1.0660
H -0.7594 -0.7784 -0.9344
H 0.4605 1.3357 1.0186
```

Output
- Relative energy (zero: lowest compared OMol25 entry of this formula, charge and spin): 318.4 kJ/mol
- Charge: +2
- Multiplicity: 8
- Gap between HOMO and LUMO (spin up / spin down): 6.3 / 4.0 eV
- Maximum force: 3.39 eV Å⁻¹

Results of the Löwdin charge analysis, in e, for atoms 1 through 4: number 1, H, carries 0.10; number 2, O, carries 0.01; number 3, C, carries -0.28; number 4, C, carries -0.25

Record 2
Here is 2 unconnected molecules or ions with the total composition C5H11O6 at a distorted geometry from OMol25. Energies are from ωB97M-V/def2-TZVPD.

Structure (XYZ):
```
22
C5H11O6, DFT ωB97M-V/def2-TZVPD
H -3.2798 1.0594 -2.9746
O -3.2055 0.7657 -2.0442
O -1.7864 0.3970 -1.9671
C -1.5276 0.0742 -0.6057
C -0.0379 -0.2814 -0.5488
C 0.6601 -0.4691 0.7201
C 2.0441 -0.8632 0.7013
C 0.6340 1.5960 1.6591
O 1.1375 2.1756 2.6834
O 0.2822 0.3926 1.7781
O -0.8168 -3.9661 -0.4136
H -0.6649 -3.6303 0.5056
O 0.7557 0.7466 -1.1999
H -1.7644 0.9222 0.0483
H -2.0919 -0.8233 -0.3444
H 0.1228 -1.2177 -1.1078
H 2.6119 -0.3723 -0.1063
H 2.5296 -0.6604 1.6723
H 2.0452 -1.9455 0.4715
H 0.5647 2.1112 0.7080
H 1.4406 3.0749 2.4266
H 0.3468 0.9139 -2.0618
```

Output
- Relative energy (zero: lowest compared OMol25 entry of this formula, charge and spin): 412.3 kJ/mol
- Multiplicity: 2
- Gap between HOMO and LUMO (spin up / spin down): 2.5 / 3.3 eV
- Maximum force: 1.80 eV Å⁻¹

Results of the Löwdin charge analysis, in e, for atoms 1 through 4: number 1, H, carries 0.11; number 2, O, carries -0.01; number 3, O, carries -0.15; number 4, C, carries -0.13

Record 3
Here is a single CH4N2OS molecule at a distorted geometry from OMol25. Energies are from ωB97M-V/def2-TZVPD.

Structure (XYZ):
```
9
CH4N2OS, DFT ωB97M-V/def2-TZVPD
O 1.2122 -1.2017 0.1485
N 1.5560 -0.0628 -0.2163
C 0.5624 0.8318 -0.2905
N -0.7127 0.6373 0.5073
S -1.8397 -0.5351 -0.3080
H 1.8097 -1.7955 -0.3279
H 0.7020 1.8293 -0.9776
H -1.1424 1.6201 0.5520
H -2.1475 -1.3233 0.9125
```

Output
- Relative energy (zero: lowest compared OMol25 entry of this formula, charge and spin): 442.9 kJ/mol
- Gap between HOMO and LUMO: 9.5 eV
- SMILES: O/N=C\NS
- Maximum force: 9.61 eV Å⁻¹

Results of the Löwdin charge analysis, in e, for atoms 1 through 4: number 1, O, carries -0.07; number 2, N, carries -0.12; number 3, C, carries -0.25; number 4, N, carries -0.41

Record 4
Here is a molecular structure, C19H40Al2Br3Cl2F6N3O14PSSi2 at a distorted geometry from OMol25. Energies are from ωB97M-V/def2-TZVPD.

Structure (XYZ):
```
93
C19H40Al2Br3Cl2F6N3O14PSSi2, DFT ωB97M-V/def2-TZVPD
C -0.8161 5.0700 2.9545
C -1.6776 5.2221 4.2789
Br -2.1769 7.0488 4.8579
C -2.0870 4.1036 4.9997
Br -3.1708 4.3973 6.6334
Si -1.7423 2.2960 4.5562
C -3.0597 1.8068 3.2241
C -3.5333 0.2891 3.3716
O -4.9799 0.2344 3.3206
C -5.4829 0.5110 2.0741
O -4.8441 0.5222 1.0125
O -0.1953 2.0111 3.8273
Si 1.0365 1.6262 4.9683
C 2.7991 2.0127 4.3317
C 2.8011 2.7667 2.9290
C 3.8037 2.0269 1.9443
F 5.0360 2.5541 1.5969
C 3.3887 0.8226 1.4119
F 2.0747 0.3445 1.7448
F 4.1018 0.0312 0.5580
P 1.0364 -0.6057 5.2737
N 2.4642 -1.1232 5.8280
H 0.0779 4.4098 3.1404
H -1.5155 4.6389 2.1689
H -0.4116 6.0663 2.6037
H -1.8799 1.5038 5.7879
H -3.9727 2.4703 3.3813
H -2.5902 2.0575 2.2283
H -3.1664 -0.1052 4.3600
H -3.0262 -0.2993 2.5455
H -6.5983 0.6936 2.0047
H 0.8100 2.2689 6.2639
H 3.3694 2.6263 5.0928
H 3.3842 1.0485 4.1859
H 1.8089 2.7571 2.4041
H 3.2298 3.8121 3.0482
H 0.0245 -1.0140 6.2077
H 0.8960 -1.2356 3.9671
H 3.1262 -0.3143 5.9725
Al 1.8013 -2.3933 2.8972
Br -3.1612 0.6772 -0.5004
O 1.5991 2.7214 -0.2576
Cl 0.9958 1.8394 -1.2144
O 0.6273 2.5644 -2.3893
O -0.2601 1.2435 -0.6239
O 1.9002 0.7812 -1.5438
C -0.3825 -2.9869 -1.3644
F 0.9619 -3.2058 -1.2856
F -0.9646 -4.1977 -1.2215
F -0.7079 -2.2833 -0.2642
S -0.8804 -2.1289 -2.9384
O -0.4588 -3.0190 -4.0461
O -0.1678 -0.8713 -2.9191
O -2.3174 -1.9822 -2.8498
C 6.8368 1.4666 5.1993
C 5.7491 0.5512 5.5369
N 4.8936 -0.1728 5.8028
H 7.7400 1.2474 5.7726
H 7.1008 1.4034 4.1419
H 6.5656 2.5043 5.4051
O 9.9938 1.3736 5.4843
H 10.5435 1.3361 4.6929
H 10.6014 1.1548 6.2009
N -0.4950 -3.5043 6.2959
H -1.2125 -2.9310 5.8455
H 0.4351 -3.1627 6.0324
H -0.6024 -3.4478 7.3155
H -0.5988 -4.4799 5.9965
Cl 0.0339 1.2019 1.4902
Al 0.9662 -4.7845 -3.3163
C -1.3566 -4.0797 -6.8542
O -2.4615 -3.2750 -7.2470
C -2.4434 -1.9534 -6.7501
C -2.3772 -0.8628 -7.8345
O -1.3015 -0.8779 -8.7527
C -1.1397 -2.0114 -9.5848
C -2.2788 -2.4061 -10.5357
O -3.5020 -2.7026 -9.8885
C -4.5914 -1.8633 -10.2485
H -1.6968 -4.8022 -6.1063
H -1.0201 -4.6434 -7.7267
H -0.5211 -3.4985 -6.4692
H -1.6378 -1.8029 -6.0213
H -3.3886 -1.8090 -6.2155
H -2.2949 0.0912 -7.3082
H -3.3184 -0.7952 -8.3779
H -0.8193 -2.8602 -8.9808
H -0.2732 -1.7849 -10.2135
H -1.9674 -3.3306 -11.0350
H -2.4023 -1.6495 -11.3139
H -4.2757 -0.9473 -10.7528
H -5.1252 -1.5841 -9.3361
H -5.2855 -2.4193 -10.8818
```

Output
- Charge: +3
- Gap between HOMO and LUMO: 1.6 eV
- Maximum force: 7.18 eV Å⁻¹

Results of the Löwdin charge analysis, in e, for atoms 1 through 4: number 1, C, carries -0.11; number 2, C, carries -0.72; number 3, Br, carries 0.70; number 4, C, carries -0.76

Record 5
Here is 2 unconnected molecules or ions with the total composition ClH3NOP at a distorted geometry from OMol25. Energies are from ωB97M-V/def2-TZVPD.

Structure (XYZ):
```
7
ClH3NOP, DFT ωB97M-V/def2-TZVPD
N -1.1760 0.6999 0.2316
P -1.8916 -0.6875 -0.3424
O -1.8145 -1.6557 0.7029
H -0.9192 1.2599 -0.6050
H -0.7509 0.7418 1.2151
Cl 3.8209 -0.1377 -0.3531
H 2.7313 -0.2207 -0.8491
```

Output
- Relative energy (zero: lowest compared OMol25 entry of this formula, charge and spin): 95.7 kJ/mol
- Gap between HOMO and LUMO: 10.5 eV
- SMILES: NP=O.Cl
- Maximum force: 3.61 eV Å⁻¹

Results of the Löwdin charge analysis, in e, for atoms 1 through 4: number 1, N, carries -0.24; number 2, P, carries 0.64; number 3, O, carries -0.50; number 4, H, carries 0.02